(1)
Molecular formula: C18H26N4O2PdSSe2
Method: DFT, ωB97M-V/def2-TZVPD

Results
**Orbital gap**: 4.79 eV
**Highest occupied orbital energy**: -0.45 eV
**F_max**: 0.0178 hartree/bohr
**Lowest unoccupied orbital energy**: 4.34 eV
**Charge**: -2
**Multiplicity**: 1

The geometry in XYZ format:
```
54
C18H26N4O2PdSSe2, DFT ωB97M-V/def2-TZVPD
Pd -0.9338 -0.2719 -0.9304
O -1.4789 2.6341 2.7758
C -1.1577 1.2285 2.7132
C -2.3950 0.3477 2.5217
C -3.2060 0.3295 3.8176
O -3.6419 1.6302 4.2470
C -1.9388 -1.0853 2.1892
Se -0.7340 -2.0698 3.4410
C -3.3052 0.8890 1.3845
Se -2.4815 1.7201 -0.2241
H -1.7389 2.8451 1.8540
H -0.6591 0.9669 3.6465
H -0.4664 1.0581 1.8843
H -2.5934 -0.1384 4.5940
H -4.1047 -0.2833 3.6837
H -2.9846 2.2530 3.8960
H -1.4313 -1.0059 1.2241
H -2.8245 -1.6977 2.0046
H -3.9554 1.6546 1.8077
H -3.9366 0.0645 1.0467
C 0.2276 3.2396 -3.7751
C 1.4027 3.7185 -3.2149
C 2.0480 2.9578 -2.2543
C 1.4935 1.7313 -1.8993
N 0.3775 1.2659 -2.4485
C -0.2517 2.0084 -3.3526
C 2.0826 0.8796 -0.8191
C 3.4517 0.8324 -0.5898
C 3.9144 0.0474 0.4574
C 3.0001 -0.6376 1.2378
C 1.6471 -0.5490 0.9307
N 1.2071 0.1863 -0.0925
H -0.3243 3.8099 -4.5108
H 1.7975 4.6867 -3.4991
H 2.9349 3.3229 -1.7534
H -1.1838 1.5963 -3.7238
H 4.1354 1.3726 -1.2318
H 4.9774 -0.0223 0.6586
H 3.3041 -1.2420 2.0820
H 0.9034 -1.0739 1.5261
C 1.5736 -1.9293 -2.6869
N 0.2472 -2.5242 -2.6383
C -0.5038 -2.2595 -1.4380
S -2.2446 -2.1547 -1.6092
N 0.0904 -2.8949 -0.3212
C 0.9743 -4.0249 -0.4159
H 1.5788 -0.9324 -3.1420
H 2.2765 -2.5682 -3.2340
H 1.9571 -1.8153 -1.6740
H -0.3374 -2.2357 -3.4086
H -0.4333 -2.8298 0.5410
H 0.7491 -4.6504 -1.2859
H 0.8561 -4.6296 0.4855
H 2.0383 -3.7505 -0.4776
```



(2)
Molecular formula: C4H14N
Method: DFT, ωB97M-V/def2-TZVPD

Results
**Orbital gap**: 10.87 eV
**Highest occupied orbital energy**: -14.74 eV
**F_max**: 0.0405 hartree/bohr
**Lowest unoccupied orbital energy**: -3.87 eV
**Charge**: +1
**Relative energy (zero: lowest compared OMol25 entry of this formula, charge and spin)**: 0.710 eV
**Multiplicity**: 1

The geometry in XYZ format:
```
19
C4H14N, DFT ωB97M-V/def2-TZVPD
C 0.0667 -0.1002 -1.2788
C -0.7849 1.0262 -0.8017
N -0.0981 -0.2738 -2.7808
H 1.1180 -0.1202 -1.0108
H -0.3806 -0.9884 -0.9090
H -1.8489 0.8436 -1.0025
H -0.6111 2.0751 -1.0595
H 0.1353 0.6050 -3.2612
H 0.5015 -0.9744 -3.2126
H -1.0836 -0.4174 -3.0114
H -0.8021 1.0981 0.2923
C 0.9572 -0.6271 2.0717
C -0.1256 -0.0162 2.9563
H 0.5759 -1.3989 1.4096
H 1.4457 0.1612 1.5037
H 1.6147 -1.1550 2.7513
H -0.4378 -0.7072 3.7428
H -1.0613 0.3495 2.5241
H 0.2405 0.8551 3.4872
```



(3)
Molecular formula: C9H10ClFNO7S
Method: DFT, ωB97M-V/def2-TZVPD

Results
**Orbital gap**: 8.73 eV
**Highest occupied orbital energy**: -6.20 eV
**F_max**: 0.0594 hartree/bohr
**Lowest unoccupied orbital energy**: 2.53 eV
**Charge**: -1
**Multiplicity**: 1

The geometry in XYZ format:
```
30
C9H10ClFNO7S, DFT ωB97M-V/def2-TZVPD
O 2.3378 -2.1222 1.2236
C 2.3852 -1.4040 0.2615
C 2.1801 0.1367 0.5506
N 2.0810 0.9649 -0.6767
C 0.8372 0.7243 -1.4632
C -0.4985 0.8421 -0.6637
C -1.2497 -0.4125 -0.4912
C -2.5487 -0.4356 0.2400
C -3.0243 0.8489 0.7414
C -2.2780 2.0913 0.5651
C -1.0047 2.1189 -0.1449
S 2.3648 2.5868 -0.3806
O 1.8814 3.4601 -1.4266
O 1.9591 3.0215 0.9425
F 4.0103 2.7126 -0.3967
H 2.6052 -1.7982 -0.7683
H 1.3597 0.2909 1.2942
H 3.1313 0.4584 1.0704
H 0.7543 1.4318 -2.3346
H 0.8951 -0.3086 -1.8968
H -0.8016 -1.3715 -0.9300
H -3.0837 -1.4168 0.3825
H -3.9858 0.8608 1.2990
H -2.6428 3.0634 0.9827
H -0.4402 3.0727 -0.2880
O -2.7095 -3.2006 0.5136
Cl -1.4440 -3.8921 0.4648
O -0.4622 -2.9612 -0.0413
O -1.5455 -5.0331 -0.4123
O -1.0631 -4.3297 1.7832
```



Look up the F_max of the second one.
0.0405 hartree/bohr



Which of these has the lowest lowest unoccupied orbital energy?
C4H14N



F_max of number 2 (C4H14N)?
0.0405 hartree/bohr



Look up the F_max of the third one.
0.0594 hartree/bohr